Entry 1:
Density functional theory data (ωB97M-V with the def2-TZVPD basis set) for a structure of composition C20H36ClCrN6O9P2 in a non-equilibrium geometry.

XYZ file:
```
75
Properties=species:S:1:pos:R:3:mulliken_charge:R:1
Cr 1.316 -0.202 -0.108 -0.307
C 3.727 2.237 2.247 -1.644
C 2.688 1.297 2.804 0.169
O 2.659 1.370 4.256 -0.600
P 2.880 -0.452 2.296 1.258
O 4.204 -0.993 3.047 -0.642
O 1.751 -1.274 3.110 -0.738
O 2.908 -0.738 0.830 -0.644
P 0.947 1.609 2.225 1.032
O 0.675 3.139 2.651 -0.721
O 0.099 0.736 3.129 -0.737
O 0.878 1.509 0.735 0.183
H 4.724 1.966 2.608 0.464
H 3.533 3.266 2.564 0.385
H 3.737 2.208 1.154 0.252
H 1.741 1.092 4.475 0.442
H 4.351 -1.919 2.789 0.366
H 0.908 -0.731 3.180 1.031
H -0.228 3.356 2.358 0.300
N -2.392 2.222 0.721 0.766
C -1.621 0.942 0.634 -1.838
C -2.294 0.041 -0.407 0.260
C -1.603 -1.323 -0.498 0.337
N -0.257 -1.127 -0.951 -0.924
C -1.538 -1.955 0.929 -1.609
C -0.863 -1.047 2.005 -0.172
N 0.501 -0.845 1.613 -0.008
C -1.574 0.310 2.029 -1.707
H -2.414 2.692 -0.192 0.439
H -1.947 2.866 1.386 0.451
H -3.361 2.068 1.024 0.495
H -0.620 1.243 0.305 1.139
H -2.290 0.533 -1.389 -1.544
H -3.348 -0.111 -0.141 0.339
H -2.149 -1.981 -1.181 0.521
H 0.085 -0.423 -2.291 0.503
H 0.229 -1.915 -1.501 0.667
H -1.016 -2.920 0.881 0.628
H -2.562 -2.175 1.256 0.670
H -0.915 -1.521 2.990 0.396
H 1.252 -1.533 1.960 0.221
H 1.468 0.092 2.386 -0.614
H -1.072 0.987 2.732 0.721
H -2.595 0.170 2.409 0.591
O -5.067 -1.380 -2.907 -0.527
C -4.947 0.020 -2.996 -0.552
N -3.599 0.301 -2.645 0.050
C -3.127 1.590 -2.661 0.607
O -3.832 2.555 -2.939 -0.613
C -1.689 1.784 -2.362 -0.298
C -1.027 2.910 -2.857 -0.665
C 0.324 3.094 -2.572 -1.340
C 0.966 2.146 -1.791 -1.231
N 0.353 1.054 -1.282 0.797
C -0.963 0.902 -1.572 1.738
H -5.994 -1.582 -3.118 0.333
H -5.626 0.511 -2.294 0.360
H -5.144 0.354 -4.019 0.376
H -2.988 -0.501 -2.607 0.439
H -1.560 3.638 -3.464 0.602
H 0.862 3.957 -2.949 0.488
H 2.019 2.245 -1.542 0.460
H -1.420 0.031 -1.114 -0.459
Cl 3.951 -3.267 -3.942 -0.159
C 3.186 -3.217 -2.407 -0.615
C 3.088 -4.364 -1.627 -0.128
C 2.461 -4.289 -0.384 -1.268
C 1.957 -3.064 0.027 0.331
N 2.038 -1.933 -0.709 0.820
C 2.653 -2.037 -1.913 -0.429
H 3.492 -5.309 -1.976 0.464
H 2.367 -5.165 0.248 0.506
H 1.460 -2.957 0.988 0.692
H 2.703 -1.113 -2.482 0.707
H 2.505 0.327 -1.191 -0.066
```

As for the spin multiplicity: 4. The value obtained for the energy is -108176.6499 eV. The gap between HOMO and LUMO (spin up / spin down) comes out at 5.05 / 7.04 eV. For the largest force on an atom, the calculation gives 11.49 eV/Å. For the lowest unoccupied orbital energy (spin up / spin down), the calculation gives -6.741 / -6.678 eV. Its expectation value of S² is 3.833. As for the charge: +2.

Entry 2:
Density functional theory data (ωB97M-V with the def2-TZVPD basis set) for a structure of composition C20H36MnNO2P3S in a non-equilibrium geometry.

XYZ file:
```
64
Properties=species:S:1:pos:R:3:mulliken_charge:R:1
P 3.376 -0.947 0.394 0.793
C 4.269 -1.202 1.973 -1.180
H 5.174 -1.802 1.806 0.442
H 3.592 -1.708 2.678 0.368
H 4.524 -0.213 2.382 0.392
C 3.814 -2.428 -0.605 -1.191
H 3.663 -2.198 -1.672 0.326
H 3.150 -3.256 -0.321 0.418
H 4.862 -2.693 -0.409 0.467
C 4.533 0.198 -0.463 -1.049
H 5.530 -0.256 -0.556 0.447
H 4.599 1.141 0.092 0.398
H 4.133 0.407 -1.465 0.287
P -0.933 3.288 -0.336 0.712
C -1.121 4.271 1.194 -1.191
H -1.533 5.263 0.963 0.437
H -0.148 4.367 1.691 0.376
H -1.796 3.725 1.866 0.351
C -0.043 4.463 -1.422 -1.259
H -0.098 4.105 -2.460 0.324
H 1.010 4.512 -1.123 0.383
H -0.517 5.451 -1.331 0.469
C -2.581 3.579 -1.091 -1.188
H -2.735 4.665 -1.177 0.447
H -3.374 3.126 -0.484 0.398
H -2.583 3.114 -2.085 0.279
P -2.490 -2.453 0.773 0.891
C -3.408 -3.208 2.163 -1.115
H -4.002 -4.057 1.802 0.479
H -4.067 -2.447 2.611 0.407
H -2.708 -3.541 2.942 0.361
C -3.706 -2.416 -0.607 -1.131
H -4.444 -3.219 -0.468 0.426
H -3.193 -2.543 -1.574 0.284
H -4.220 -1.445 -0.610 0.430
C -1.466 -3.804 0.055 -1.108
H -2.088 -4.701 -0.092 0.449
H -0.631 -4.035 0.732 0.379
H -1.055 -3.468 -0.914 0.256
Mn -0.032 0.080 -2.053 0.395
C 1.033 1.262 0.034 0.025
O 1.633 1.753 0.901 -0.183
C -1.545 0.008 0.288 0.061
O -2.198 0.779 0.875 -0.166
C -1.362 -0.177 -3.704 -0.224
C -0.688 -1.395 -3.432 -0.391
C 0.732 -1.426 -3.437 -0.642
C 1.467 -0.231 -3.603 -0.134
C 0.797 0.983 -3.845 -0.330
C -0.624 1.037 -3.821 -0.575
H -2.455 -0.162 -3.759 0.558
H -1.253 -2.292 -3.165 0.707
H 1.248 -2.360 -3.207 0.503
H 2.559 -0.259 -3.502 0.688
H 1.380 1.896 -4.001 0.526
H -1.114 2.013 -3.847 0.609
S -0.700 -1.693 4.845 -0.046
C 0.948 -1.150 4.886 -0.371
C 1.133 -0.163 3.923 -0.568
N 0.006 0.123 3.184 -0.146
C -1.051 -0.552 3.574 -0.387
H 1.698 -1.536 5.563 0.459
H 2.062 0.378 3.755 0.576
H -2.052 -0.444 3.160 0.589
```

As for the spin multiplicity: 4. The value obtained for the energy is -96882.6435 eV. The gap between HOMO and LUMO (spin up / spin down) comes out at 4.93 / 4.01 eV. For the largest force on an atom, the calculation gives 5.07 eV/Å. For the lowest unoccupied orbital energy (spin up / spin down), the calculation gives -14.296 / -15.032 eV. Its expectation value of S² is 3.874. The calculation puts the relative energy (zero: lowest compared OMol25 entry of this formula, charge and spin) at 0.000 eV. As for the charge: +4.

Entry 3:
Density functional theory data (ωB97M-V with the def2-TZVPD basis set) for a structure of composition C20H36MoN4O5S.

XYZ file:
```
67
Properties=species:S:1:pos:R:3:mulliken_charge:R:1
Mo -0.268 0.098 -0.199 0.914
C -1.689 -1.291 -4.487 -1.007
N -2.408 -1.678 -3.250 0.172
C -3.655 -2.472 -3.434 -0.884
C -1.991 -1.373 -2.073 0.673
O -0.887 -0.708 -1.873 -0.651
C -2.729 -1.790 -0.824 -0.930
O -1.889 -1.353 0.256 0.139
C -2.483 -1.328 1.563 -0.814
C -1.573 -0.444 2.389 0.542
O -0.546 0.041 1.752 -0.551
N -1.770 -0.220 3.641 0.130
C -0.862 0.610 4.461 -0.863
C -2.893 -0.838 4.391 -0.937
H -2.379 -0.726 -5.109 0.410
H -1.395 -2.207 -4.997 0.408
H -0.817 -0.696 -4.241 0.309
H -3.795 -2.614 -4.501 0.387
H -4.508 -1.925 -3.038 0.359
H -3.548 -3.447 -2.962 0.366
H -2.851 -2.875 -0.782 0.574
H -3.712 -1.314 -0.766 0.586
H -2.512 -2.341 1.971 0.537
H -3.496 -0.923 1.508 0.609
H 0.009 0.893 3.884 0.243
H -0.567 0.020 5.327 0.385
H -1.411 1.490 4.788 0.336
H -3.663 -1.200 3.717 0.398
H -3.318 -0.075 5.038 0.365
H -2.499 -1.656 4.991 0.383
C 2.667 2.648 -2.030 -1.094
C 2.269 1.758 -0.917 0.635
O 1.010 1.413 -0.835 -0.684
N 3.104 1.335 -0.016 -0.038
C 2.748 0.428 1.086 -1.136
C 2.546 -0.992 0.618 1.126
C 3.553 -1.923 0.772 -0.955
C 3.369 -3.223 0.312 -0.419
C 2.169 -3.553 -0.294 -1.022
C 1.200 -2.578 -0.413 -0.260
N 1.368 -1.316 0.030 0.570
H 2.112 3.584 -1.940 0.260
H 2.389 2.178 -2.975 0.318
H 3.734 2.856 -2.027 0.434
H 4.066 1.651 -0.089 0.336
H 1.871 0.837 1.594 0.011
H 3.562 0.465 1.805 0.667
H 4.478 -1.637 1.254 0.525
H 4.154 -3.960 0.429 0.484
H 1.979 -4.549 -0.669 0.506
H 0.251 -2.802 -0.880 0.528
C -3.707 2.765 1.896 -1.017
C -3.529 3.262 0.474 -0.659
S -1.884 2.964 -0.160 0.320
O -1.861 1.394 -0.382 -0.071
C -2.026 3.674 -1.814 -0.369
C -1.485 5.098 -1.830 -1.149
H -4.736 2.944 2.207 0.444
H -3.053 3.294 2.588 0.373
H -3.527 1.690 1.963 0.033
H -3.627 4.351 0.409 0.540
H -4.224 2.814 -0.240 0.408
H -3.077 3.623 -2.103 0.399
H -1.461 2.989 -2.448 0.302
H -2.062 5.763 -1.187 0.353
H -1.562 5.484 -2.845 0.404
H -0.442 5.142 -1.519 0.310
```

As for the spin multiplicity: 3. The value obtained for the energy is -50176.6002 eV. The gap between HOMO and LUMO (spin up / spin down) comes out at 7.67 / 8.55 eV. For the largest force on an atom, the calculation gives 0.48 eV/Å. For the lowest unoccupied orbital energy (spin up / spin down), the calculation gives -13.142 / -12.670 eV. Its expectation value of S² is 2.011. The calculation puts the relative energy (zero: lowest compared OMol25 entry of this formula, charge and spin) at 0.000 eV. As for the charge: +4.

Among the records above, which one has the lowest spin multiplicity?
C20H36MoN4O5S

charge of number 3 (C20H36MoN4O5S)?
+4